Density functional theory data (ωB97M-V/def2-TZVPD) for a single H3INP molecule in a non-equilibrium geometry.

The geometry in XYZ format:
```
6
H3INP, DFT ωB97M-V/def2-TZVPD
I -0.24831 -1.42214 2.22419
P -0.25478 -0.35886 -1.11228
N -0.04211 0.19959 0.97901
H 0.93174 0.31524 0.83724
H -1.19931 0.59045 -1.45394
H 0.81277 0.67572 -1.47422
```

Values from the calculation:
Relative energy (zero: lowest compared OMol25 entry of this formula, charge and spin) in eV: 2.687
Energy in Ha: -695.5072
2S+1: 1
Max |F| in eV/A: 3.68
Charge: 0